Entry 1:
Entry from OMol25: a single C6H11N3 molecule (ωB97M-V/def2-TZVPD).

Element x y z (Å)
C -2.09 -1.61 0.66
C -0.90 -0.71 0.85
C -0.69 0.43 0.20
N -1.50 0.92 -0.83
C 0.58 1.23 0.45
N 1.77 0.54 0.00
C 1.87 0.27 -1.42
C 2.38 -0.27 0.83
N 2.97 -0.91 1.58
H -3.01 -1.03 0.52
H -1.96 -2.24 -0.22
H -2.22 -2.25 1.52
H -0.16 -1.05 1.55
H -2.41 0.49 -0.87
H -1.55 1.92 -0.89
H 0.53 2.19 -0.09
H 0.69 1.43 1.52
H 2.80 -0.24 -1.63
H 1.03 -0.34 -1.77
H 1.86 1.22 -1.96

**Energy above the lowest of the compared OMol25 structures with the same formula, charge and spin**: 1.226 eV
**Frontier orbital gap**: 9.1 eV
**Net charge**: 0
**SMILES string**: C/C=C(\N)CN(C)C#N
**Spin multiplicity**: 1

***

Entry 2:
Entry from OMol25: 2 unconnected molecules or ions with the total composition C5H13NO (ωB97M-V/def2-TZVPD).

Element x y z (Å)
C -1.02 1.18 1.70
C 0.09 0.14 1.51
C 0.87 -0.05 2.80
O 0.98 0.58 0.51
H -1.40 1.46 0.72
H -0.61 2.08 2.18
H -1.81 0.80 2.35
H -0.37 -0.82 1.25
H 0.25 -0.53 3.56
H 1.20 0.91 3.21
H 1.77 -0.64 2.64
H 0.53 0.36 -0.35
C 0.71 -0.15 -3.20
C -1.00 -1.33 -2.09
N -0.02 -0.41 -1.98
H 0.82 0.93 -3.36
H 0.16 -0.53 -4.08
H 1.70 -0.62 -3.16
H -1.40 -1.79 -1.19
H -1.47 -1.58 -3.04

**Energy above the lowest of the compared OMol25 structures with the same formula, charge and spin**: 1.066 eV
**Frontier orbital gap (alpha / beta)**: 3.5 / 7.3 eV
**Net charge**: -1
**Spin multiplicity**: 2

***

Entry 3:
Entry from OMol25: a single CH6N4OS molecule at a distorted geometry (ωB97M-V/def2-TZVPD).

Element x y z (Å)
N 2.09 -0.95 -0.17
N 1.45 0.34 0.12
C 0.16 0.28 -0.01
N -0.59 1.40 0.43
O -1.48 1.88 -0.56
N -0.54 -0.85 -0.34
S -2.20 -1.20 -0.02
H 2.58 -0.78 -1.08
H 2.88 -0.95 0.47
H 0.07 2.15 0.61
H -2.35 1.45 -0.28
H 0.10 -1.59 -0.56
H -2.17 -1.18 1.38

**Energy above the lowest of the compared OMol25 structures with the same formula, charge and spin**: 0.755 eV
**Frontier orbital gap**: 9.5 eV
**Net charge**: 0
**SMILES string**: N/N=C(/NO)NS
**Spin multiplicity**: 1

***

Entry 4:
Entry from OMol25: a molecular structure, C46H47BrN2O5RuS at a distorted geometry (ωB97M-V/def2-TZVPD).

Element x y z (Å)
Ru -0.66 1.20 0.88
C -3.97 -0.71 -0.86
O -5.02 -0.58 0.09
C -4.72 -0.40 1.42
C -5.66 -0.85 2.31
C -5.47 -0.75 3.69
C -4.28 -0.25 4.17
C -3.29 0.23 3.29
C -2.03 0.62 3.85
N -0.96 0.90 3.19
N 0.13 1.25 3.92
C 1.19 1.46 3.19
O 1.29 1.16 1.93
C 2.37 2.09 3.83
C 2.70 1.86 5.16
C 3.84 2.43 5.70
C 4.64 3.25 4.92
C 4.32 3.49 3.59
C 3.19 2.90 3.05
C -3.56 0.30 1.89
O -2.83 1.02 1.10
H -4.45 -0.89 -1.82
H -3.33 -1.56 -0.61
H -3.35 0.19 -0.92
H -6.57 -1.28 1.91
H -6.24 -1.09 4.37
H -4.09 -0.22 5.23
H -1.95 0.63 4.94
H 2.05 1.23 5.76
H 4.11 2.23 6.73
H 5.52 3.72 5.35
H 4.94 4.12 2.98
H 2.92 3.06 2.01
C 0.76 -5.02 -4.44
C -0.51 -4.89 -3.60
C -0.56 -6.07 -2.62
C -1.74 -4.99 -4.52
C -0.51 -3.55 -2.88
C -0.62 -3.42 -1.51
C -0.58 -2.17 -0.94
Br -0.85 -1.94 0.94
C -0.38 -0.97 -1.65
O -0.21 0.16 -1.05
C -0.39 -1.10 -3.08
C -0.42 -2.37 -3.63
C -0.34 0.16 -3.96
C 1.03 0.82 -3.81
C -1.45 1.14 -3.55
C -0.55 -0.17 -5.44
H 0.80 -5.99 -4.93
H 1.65 -4.91 -3.81
H 0.81 -4.25 -5.21
H -0.52 -7.01 -3.18
H -1.48 -6.06 -2.04
H 0.29 -6.05 -1.94
H -1.75 -5.94 -5.05
H -1.75 -4.19 -5.25
H -2.66 -4.91 -3.93
H -0.75 -4.28 -0.86
H -0.40 -2.46 -4.71
H 1.29 0.93 -2.76
H 1.04 1.81 -4.28
H 1.81 0.20 -4.27
H -1.33 1.46 -2.52
H -2.43 0.67 -3.65
H -1.42 2.02 -4.19
H 0.27 -0.80 -5.82
H -0.55 0.75 -6.02
H -1.49 -0.69 -5.61
C -1.20 6.63 2.60
C -1.72 5.37 2.96
C -1.46 4.28 2.18
C -0.64 4.37 1.03
C -0.35 3.22 0.23
C 0.50 3.38 -0.84
C 1.04 4.64 -1.19
C 0.73 5.75 -0.45
C -0.10 5.64 0.68
C -0.41 6.76 1.49
H -1.42 7.50 3.22
H -2.33 5.28 3.84
H -1.87 3.31 2.44
H 0.77 2.53 -1.46
H 1.69 4.72 -2.05
H 1.13 6.72 -0.71
H 0.00 7.73 1.22
C 4.16 0.34 0.77
S 2.65 -0.10 -0.18
O 3.14 -0.35 -1.56
C 2.60 -1.77 0.55
C 2.45 -1.96 1.92
C 2.39 -3.25 2.42
C 2.46 -4.33 1.55
C 2.59 -4.13 0.19
C 2.66 -2.84 -0.32
H 4.89 -0.45 0.67
H 3.88 0.50 1.81
H 4.53 1.27 0.34
H 2.36 -1.11 2.59
H 2.25 -3.42 3.48
H 2.40 -5.34 1.94
H 2.62 -4.97 -0.49
H 2.74 -2.63 -1.38

**Frontier orbital gap (alpha / beta)**: 7.3 / 6.5 eV
**Net charge**: -1
**Spin multiplicity**: 6

***

Entry 5:
Entry from OMol25: 3 unconnected molecules or ions with the total composition C19H38BrN2O6 at a distorted geometry (ωB97M-V/def2-TZVPD).

Element x y z (Å)
Br -7.62 -1.72 -2.96
C -6.04 -1.61 -4.24
C -6.45 -0.48 -5.36
C -5.09 0.23 -5.98
C -4.48 1.17 -4.73
C -2.98 0.74 -4.25
C -2.51 1.70 -2.96
C -3.69 2.77 -2.59
N -5.02 3.00 -3.23
N -5.41 2.22 -4.27
H -5.85 -2.67 -4.71
H -5.11 -1.29 -3.56
H -7.15 0.30 -4.79
H -7.14 -0.95 -6.20
H -4.31 -0.61 -6.28
H -5.29 0.90 -6.92
H -2.32 -0.13 -4.68
H -1.46 1.59 -2.43
H -3.45 3.48 -1.66
H -5.68 3.75 -2.86
C -0.27 2.01 2.61
O -0.54 0.91 1.77
C 0.39 -0.16 1.94
C -0.33 -1.52 1.88
O -1.14 -1.81 3.03
C -2.34 -1.04 3.17
C -3.40 -1.31 2.11
O -3.03 -0.71 0.87
C -3.42 -1.48 -0.26
H 0.60 2.56 2.26
H -1.14 2.67 2.59
H -0.12 1.69 3.65
H 0.93 -0.08 2.89
H 1.11 -0.10 1.12
H 0.45 -2.30 1.87
H -0.89 -1.65 0.96
H -2.11 0.02 3.26
H -2.76 -1.34 4.15
H -4.35 -0.86 2.41
H -3.54 -2.40 2.00
H -3.10 -2.52 -0.15
H -2.92 -1.06 -1.14
H -4.50 -1.42 -0.40
C 3.94 -1.84 3.21
O 4.38 -0.59 2.71
C 5.07 0.19 3.69
C 6.28 0.90 3.06
O 7.37 0.03 2.72
C 7.16 -0.86 1.62
C 7.03 -0.17 0.26
O 5.76 0.46 0.14
C 5.80 1.68 -0.59
H 3.09 -1.70 3.88
H 3.63 -2.46 2.37
H 4.75 -2.37 3.74
H 5.42 -0.43 4.53
H 4.37 0.94 4.07
H 6.68 1.59 3.81
H 5.99 1.51 2.21
H 6.32 -1.53 1.81
H 8.06 -1.49 1.59
H 7.10 -0.92 -0.54
H 7.85 0.56 0.14
H 6.60 2.33 -0.21
H 4.85 2.19 -0.45
H 5.95 1.47 -1.65

**Frontier orbital gap**: 4.7 eV
**Net charge**: +1
**Spin multiplicity**: 1

***

Entry 6:
Entry from OMol25: a gas-phase ion, C4H8N2 (charge +2) at a distorted geometry (ωB97M-V/def2-TZVPD).

Element x y z (Å)
N 2.98 -0.04 0.01
C 1.55 -0.03 -0.17
C 0.43 0.31 -0.35
N -1.06 0.42 -0.49
C -1.99 0.19 0.67
C -2.03 -0.66 -0.53
H 3.45 0.71 -0.43
H 3.36 -1.00 -0.40
H 3.24 -0.20 1.01
H -1.21 1.10 -1.31
H -2.81 0.82 0.81
H -1.48 -0.13 1.56
H -1.82 -1.70 -0.30
H -2.63 -0.47 -1.45

**Energy above the lowest of the compared OMol25 structures with the same formula, charge and spin**: 2.673 eV
**Frontier orbital gap**: 12.7 eV
**Net charge**: +2
**SMILES string**: [NH3+]C#C[NH+]1CC1
**Spin multiplicity**: 1

***

Entry 7:
Entry from OMol25: a single C4H6OS molecule at a distorted geometry (ωB97M-V/def2-TZVPD).

Element x y z (Å)
S 2.10 -0.40 -1.02
C 0.71 0.19 0.03
C 0.03 -0.83 0.88
C -1.28 -0.45 0.89
O -1.60 0.59 0.10
C -0.41 0.96 -0.63
H 1.49 -1.32 -1.81
H 1.32 0.84 0.73
H 0.55 -1.56 1.44
H -2.12 -0.74 1.49
H -0.53 0.67 -1.64
H -0.27 2.05 -0.46

**Energy above the lowest of the compared OMol25 structures with the same formula, charge and spin**: 1.464 eV
**Frontier orbital gap**: 9.4 eV
**Net charge**: 0
**SMILES string**: S[C@@H]1C=COC1
**Spin multiplicity**: 1

***

Entry 8:
Entry from OMol25: 8 unconnected molecules or ions with the total composition C4H24O10 at a distorted geometry (ωB97M-V/def2-TZVPD).

Element x y z (Å)
O -3.40 -0.02 -0.71
C -3.41 -0.84 0.50
C -4.59 -0.35 1.25
O -5.77 -0.95 0.74
H -2.72 -0.28 -1.30
H -3.56 -1.84 0.12
H -2.52 -0.84 1.15
H -4.55 0.73 1.02
H -4.41 -0.49 2.31
H -6.27 -0.17 0.48
O -1.17 -0.27 -2.47
C -0.12 0.13 -3.36
C 1.26 0.35 -2.62
O 1.13 1.04 -1.39
H -0.75 -0.45 -1.63
H -0.04 -0.65 -4.12
H -0.52 1.01 -3.82
H 1.83 0.81 -3.44
H 1.80 -0.59 -2.35
H 0.28 1.53 -1.34
O 2.15 0.71 2.99
H 2.40 1.21 2.24
H 2.05 1.41 3.62
O 3.24 -1.89 -0.10
H 2.27 -2.00 -0.08
H 3.46 -2.11 0.84
O 3.86 1.41 0.30
H 3.12 1.48 -0.32
H 3.98 0.45 0.40
O -1.24 2.08 -0.49
H -1.76 1.29 -0.47
H -1.05 2.29 0.45
O 4.23 -1.44 2.50
H 4.94 -1.64 3.09
H 3.87 -0.63 2.82
O 0.32 -0.30 1.05
H 0.91 -0.35 1.82
H 0.79 0.16 0.32

**Energy above the lowest of the compared OMol25 structures with the same formula, charge and spin**: 1.738 eV
**Frontier orbital gap**: 10.6 eV
**Net charge**: 0
**SMILES string**: OCCO.OCCO.O.O.O.O.O.O
**Spin multiplicity**: 1

***

Entry 9:
Entry from OMol25: a molecular structure, C13H3Cl5NO5SbSe4V (ωB97M-V/def2-TZVPD).

Element x y z (Å)
V -0.14 0.29 -0.18
O 3.48 -4.35 -1.71
C 2.70 -3.25 -1.51
C 1.43 -3.14 -2.08
C 0.72 -2.00 -1.81
N 1.21 -1.07 -1.01
C 2.43 -1.14 -0.49
C 3.23 -2.23 -0.72
C 2.71 0.12 0.32
O 3.85 0.39 0.66
O 1.64 0.83 0.49
C -0.67 -1.60 -2.30
O -1.22 -2.23 -3.18
O -1.08 -0.52 -1.71
H 2.96 -5.01 -2.19
H 1.01 -3.91 -2.72
H 4.22 -2.30 -0.30
Cl 0.23 2.39 -1.86
C -0.77 3.05 -0.58
C -1.19 2.12 0.35
C -1.96 2.63 1.39
Cl -2.53 1.56 2.61
C -2.29 3.99 1.47
Cl -3.24 4.59 2.78
C -1.84 4.87 0.49
Cl -2.24 6.55 0.58
C -1.06 4.40 -0.56
Cl -0.47 5.47 -1.79
Se -4.62 -1.81 2.01
Sb -2.40 -2.01 2.91
Se -1.91 -0.89 5.07
Se -1.79 -4.03 4.16
Se -0.41 -1.73 1.40

**Energy above the lowest of the compared OMol25 structures with the same formula, charge and spin**: 0.000 eV
**Frontier orbital gap (alpha / beta)**: 5.9 / 5.9 eV
**Net charge**: -2
**Spin multiplicity**: 4

***

Entry 10:
Entry from OMol25: 10 unconnected molecules or ions with the total composition H20O10 (ωB97M-V/def2-TZVPD).

Element x y z (Å)
O -0.04 0.88 -0.77
H -0.28 0.56 0.11
H 0.17 0.09 -1.27
O 3.21 0.85 -1.85
H 3.51 1.28 -2.66
H 2.64 0.14 -2.15
O -3.23 0.29 -0.12
H -2.67 1.02 -0.42
H -3.03 -0.43 -0.72
O -1.28 -3.40 -0.81
H -1.83 -3.90 -0.20
H -1.02 -4.05 -1.47
O -2.15 3.15 0.61
H -1.72 3.96 0.32
H -2.52 3.38 1.47
O -2.34 1.00 4.09
H -1.44 1.32 4.24
H -2.61 1.43 3.28
O -1.46 -1.45 -4.70
H -1.19 -2.38 -4.72
H -0.88 -1.02 -5.33
O 5.26 -0.64 -0.78
H 5.19 -0.64 0.18
H 4.34 -0.65 -1.08
O -0.84 -1.67 3.38
H -0.66 -1.46 2.45
H -1.62 -1.16 3.58
O 2.50 1.25 1.98
H 3.39 1.59 2.14
H 2.60 0.68 1.21

**Energy above the lowest of the compared OMol25 structures with the same formula, charge and spin**: 3.486 eV
**Frontier orbital gap**: 10.8 eV
**Net charge**: 0
**SMILES string**: O.O.O.O.O.O.O.O.O.O
**Spin multiplicity**: 1

***

Entry 11:
Entry from OMol25: 2 unconnected molecules or ions with the total composition C10H16O at a distorted geometry (ωB97M-V/def2-TZVPD).

Element x y z (Å)
C -2.28 -0.15 -1.69
C -1.07 0.72 -1.49
C -0.42 1.26 -2.58
C 0.69 2.10 -2.42
C 1.07 2.47 -1.15
O 2.09 3.38 -1.01
C 0.42 1.93 -0.04
C -0.67 1.09 -0.21
H -3.18 0.44 -1.85
H -2.47 -0.78 -0.80
H -2.19 -0.83 -2.53
H -0.72 1.13 -3.62
H 1.24 2.49 -3.26
H 2.49 3.32 -0.13
H 0.72 2.21 0.96
H -1.30 0.74 0.60
C 0.24 -0.92 2.65
C 1.11 -1.89 1.82
C 0.30 -3.07 1.29
H -0.81 -0.95 2.41
H 0.62 0.09 2.48
H 0.35 -1.11 3.72
H 1.55 -1.30 1.00
H 1.93 -2.25 2.41
H -0.32 -2.82 0.43
H 0.95 -3.87 0.92
H -0.33 -3.44 2.09

**Energy above the lowest of the compared OMol25 structures with the same formula, charge and spin**: 0.873 eV
**Frontier orbital gap**: 9.3 eV
**Net charge**: 0
**SMILES string**: Cc1ccc(O)cc1.CCC
**Spin multiplicity**: 1

***

Entry 12:
Entry from OMol25: a single C6H10 molecule (ωB97M-V/def2-TZVPD).

Element x y z (Å)
C 2.16 0.75 -0.02
C 0.90 0.36 0.72
C -0.74 -0.76 -0.56
C -2.04 -1.43 -0.45
C -0.41 0.47 -0.04
C -1.31 1.56 -0.15
H 2.24 0.19 -0.96
H 2.15 1.82 -0.27
H 3.05 0.53 0.58
H 1.00 -0.67 1.08
H 0.75 0.96 1.63
H 0.10 -1.40 -0.84
H -2.01 -1.84 0.58
H -2.87 -0.72 -0.47
H -2.17 -2.27 -1.12
H -0.80 2.44 0.30

**Energy above the lowest of the compared OMol25 structures with the same formula, charge and spin**: 4.486 eV
**Frontier orbital gap**: 7.2 eV
**Net charge**: 0
**Spin multiplicity**: 1